Entry 1:
This record from the OMol25 dataset describes 2 unconnected molecules or ions with the total composition ClH2NO2S in a non-equilibrium geometry. The level of theory is ωB97M-V/def2-TZVPD.

Each line ends with the Mulliken charge.
Geometry (Å):
N  -1.025  -0.352  -0.032  -0.416
O  0.747  2.474  1.139  -0.135
O  0.812  0.263  -1.658  -0.430
S  0.499  0.310  -0.264  0.658
Cl  1.823  -1.001  0.803  -0.218
H  -1.418  -0.788  0.763  0.275
H  -1.438  -0.906  -0.752  0.266

The calculation puts the HOMO energy (spin up / spin down) at -10.4379 / -10.4016 eV. The total energy comes out at -28969.222 eV. Its energy above the lowest of the compared OMol25 structures with the same formula, charge and spin is 506.98 kJ/mol.

---

Entry 2:
This record from the OMol25 dataset describes a molecular structure, C16H16F7MoN3O9Sb in a non-equilibrium geometry. The level of theory is ωB97M-V/def2-TZVPD.

Each line ends with the Löwdin spin population.
Geometry (Å):
Mo  1.013  0.482  -0.456  0.908
O  0.418  3.398  -3.279  0.011
C  0.408  2.642  -2.253  0.013
O  1.044  1.573  -2.156  0.008
C  -0.428  3.046  -1.061  -0.001
C  -1.222  4.155  -0.888  0.004
C  -1.864  4.289  0.344  0.000
C  -1.686  3.331  1.345  0.003
C  -0.868  2.259  1.069  0.001
N  -0.275  2.142  -0.106  -0.003
C  -0.481  1.065  1.937  0.011
O  -0.852  0.872  3.145  0.009
O  0.284  0.231  1.404  0.008
H  1.041  3.096  -3.971  0.000
H  -1.334  4.888  -1.676  0.000
H  -2.504  5.142  0.528  0.000
H  -2.182  3.441  2.301  0.000
H  -1.392  1.577  3.536  0.000
C  2.937  -2.590  -2.011  -0.002
C  3.272  -1.795  -0.773  -0.005
C  3.300  -2.580  0.515  -0.002
O  2.224  -0.734  -0.633  -0.062
H  3.677  -3.385  -2.097  0.000
H  2.984  -1.970  -2.905  0.000
H  1.948  -3.042  -1.932  0.000
H  4.190  -1.226  -0.904  -0.002
H  2.323  -3.010  0.739  0.000
H  3.621  -1.953  1.345  0.000
H  4.021  -3.386  0.388  0.000
F  -4.463  -5.184  1.805  0.000
C  -4.078  -3.946  1.563  0.000
C  -3.447  -3.620  0.447  0.000
N  -3.034  -2.302  0.193  0.000
C  -2.337  -1.955  -1.037  0.001
C  -0.891  -1.587  -0.759  0.012
O  -0.156  -2.229  -0.069  0.001
O  -0.487  -0.395  -1.305  0.041
C  -3.186  -1.327  1.110  0.000
O  -2.744  -0.180  0.919  0.001
N  -3.875  -1.671  2.229  0.000
C  -4.382  -2.949  2.584  0.000
O  -4.974  -3.104  3.609  0.000
H  -3.229  -4.357  -0.312  0.000
H  -2.850  -1.127  -1.519  0.000
H  -2.346  -2.817  -1.702  0.000
H  -4.050  -0.946  2.910  0.000
F  2.337  1.636  0.512  0.040
Sb  4.043  2.634  -0.352  0.001
F  3.690  1.452  -1.759  0.003
F  2.583  3.626  -1.039  0.000
F  4.885  1.237  0.505  0.000
F  3.983  3.636  1.188  0.000
F  5.392  3.517  -1.216  0.000

The calculation puts the HOMO energy (spin up / spin down) at -14.3909 / -14.3907 eV. Its charge is +2. The total energy comes out at -67155.379 eV. As for the expectation value of S²: 0.7580. Its energy above the lowest of the compared OMol25 structures with the same formula, charge and spin is 51.27 kJ/mol. As for the spin multiplicity: 2.

---

Entry 3:
This record from the OMol25 dataset describes a molecular structure, C15H31F5GeNO3Si3TeZn in a non-equilibrium geometry. The level of theory is ωB97M-V/def2-TZVPD.

Each line ends with the Löwdin spin population.
Geometry (Å):
Zn  0.565  -1.829  1.392  0.004
O  1.386  -4.138  -1.622  0.000
C  1.257  -3.477  -0.590  0.000
O  0.174  -2.807  -0.252  0.000
C  2.506  -3.299  0.264  0.000
C  3.637  -4.145  0.114  0.000
C  4.644  -4.083  1.073  0.000
C  4.485  -3.207  2.184  0.000
C  3.310  -2.454  2.264  0.000
N  2.474  -2.434  1.253  0.001
H  3.724  -4.827  -0.772  0.000
H  5.585  -4.699  0.996  0.000
H  5.264  -3.037  2.946  0.000
H  3.132  -1.784  3.091  0.000
F  -1.653  -1.977  4.879  0.000
Te  0.306  -2.136  5.098  0.000
F  2.250  -2.478  5.366  0.000
F  -1.347  -0.566  0.975  0.055
F  0.063  -4.053  5.152  0.000
F  1.019  0.033  0.367  0.076
O  0.394  -2.145  3.316  0.000
C  -3.567  3.263  -0.271  0.029
Si  -2.787  1.814  0.688  0.182
C  -4.195  0.545  1.001  0.051
C  -2.139  2.403  2.314  0.014
Ge  -0.852  0.549  -0.431  0.240
Si  0.610  2.624  -0.494  0.191
C  1.923  2.372  -1.892  0.050
C  -0.368  4.035  -1.058  0.024
C  1.500  3.054  1.168  0.023
Si  -0.907  -0.327  -2.657  0.015
C  -1.626  0.650  -4.119  -0.001
C  -2.023  -1.905  -2.564  0.006
C  0.907  -0.856  -3.095  0.003
H  -4.664  3.236  -0.139  0.004
H  -3.391  3.205  -1.350  0.002
H  -3.240  4.235  0.119  0.001
H  -3.782  -0.257  1.624  0.000
H  -4.734  0.200  0.095  0.000
H  -4.946  1.032  1.631  0.009
H  -1.890  3.459  2.358  0.000
H  -1.304  1.816  2.649  0.001
H  -2.938  2.222  3.029  0.003
H  1.476  2.325  -2.884  0.000
H  2.391  1.390  -1.715  0.000
H  2.646  3.152  -1.841  0.008
H  0.326  4.836  -1.395  0.005
H  -1.095  4.396  -0.335  0.000
H  -0.881  3.695  -1.986  0.000
H  2.181  2.261  1.380  0.000
H  0.783  3.135  2.008  0.000
H  2.011  4.016  1.074  0.005
H  -2.718  0.526  -4.046  0.000
H  -1.184  0.384  -5.078  0.000
H  -1.505  1.753  -4.025  0.000
H  -2.935  -1.773  -1.980  0.000
H  -1.467  -2.750  -2.126  0.000
H  -2.446  -2.205  -3.531  0.001
H  1.513  -0.826  -2.218  0.000
H  1.324  -0.259  -3.913  0.000
H  0.819  -1.882  -3.492  0.000

The calculation puts the HOMO energy (spin up / spin down) at -8.7092 / -9.4492 eV. The total energy comes out at -173142.678 eV. As for the expectation value of S²: 0.7548. As for the spin multiplicity: 2.

---

Entry 4:
This record from the OMol25 dataset describes a single C9H19N3O3 molecule in a non-equilibrium geometry. The level of theory is ωB97M-V/def2-TZVPD.

Each line ends with the Mulliken charge.
Geometry (Å):
C  -3.226  0.592  -2.795  -1.374
C  -1.999  -0.099  -2.133  0.227
N  -1.861  -1.491  -2.331  -0.508
C  -2.006  0.219  -0.603  0.318
O  -3.024  0.579  -0.067  -0.655
N  -0.933  -0.230  0.102  0.023
C  0.428  -0.583  -0.264  -0.506
C  1.447  0.344  0.271  -0.721
C  1.504  0.326  1.783  -0.310
C  2.664  1.124  2.295  -0.906
C  2.726  2.581  1.809  -0.796
N  1.864  3.647  2.432  -0.629
C  0.748  -2.107  -0.100  0.400
O  1.689  -2.544  0.549  -0.582
O  -0.007  -2.960  -0.799  -0.547
H  -3.365  1.666  -2.391  0.312
H  -3.205  0.531  -3.917  0.370
H  -4.229  0.117  -2.463  0.304
H  -1.128  0.405  -2.577  0.281
H  -2.789  -1.855  -2.194  0.253
H  -1.631  -1.721  -3.264  0.243
H  -1.081  -0.088  1.152  0.278
H  0.297  -0.517  -1.332  0.555
H  2.339  0.003  -0.266  0.333
H  1.307  1.350  -0.186  0.465
H  1.331  -0.737  2.133  0.400
H  0.709  0.987  2.184  0.087
H  3.669  0.636  2.049  0.368
H  2.650  1.046  3.392  0.385
H  2.704  2.524  0.783  0.490
H  3.833  2.805  2.061  0.284
H  1.926  3.476  3.422  0.335
H  0.817  3.257  2.321  0.291
H  -0.625  -2.355  -1.362  0.532

The calculation puts the HOMO energy at -9.6929 eV. Its SMILES is C[C@H](N)C(=O)N[C@@H](CCCCN)C(=O)O. The total energy comes out at -20253.394 eV. Its energy above the lowest of the compared OMol25 structures with the same formula, charge and spin is 175.87 kJ/mol.

---

Entry 5:
This record from the OMol25 dataset describes a single C21H20N6O4S molecule in a non-equilibrium geometry. The level of theory is ωB97M-V/def2-TZVPD.

Each line ends with the Mulliken charge.
Geometry (Å):
N  -2.226  0.150  4.201  -0.724
C  -1.744  -0.275  3.233  -0.597
C  -1.152  -1.117  2.222  0.629
C  -1.122  -0.649  0.701  0.906
C  -1.596  -1.951  0.067  -1.392
N  -2.562  -1.911  -0.936  1.040
O  -3.125  -0.998  -1.544  -0.745
O  -2.972  -3.245  -1.139  -0.229
N  -2.436  -4.081  -0.187  -0.495
C  -1.670  -3.273  0.576  0.856
C  -1.317  -3.599  1.955  -0.835
N  -1.277  -4.940  2.518  0.842
O  -1.209  -5.931  1.761  -0.587
O  -1.257  -5.053  3.768  -0.617
C  -1.146  -2.436  2.729  -0.610
H  -2.029  0.083  0.430  0.551
H  -1.222  -2.574  3.825  0.513
C  0.128  3.816  1.915  -2.127
C  -0.309  2.349  1.698  2.735
C  0.506  1.499  2.675  -2.128
C  -1.820  2.374  1.881  -1.890
C  0.012  1.774  0.307  -0.317
C  1.375  2.186  -0.056  -1.298
C  1.658  1.952  -1.488  -0.880
N  1.208  0.612  -1.815  0.335
C  1.730  -0.016  -2.953  0.335
C  1.246  -1.325  -3.067  0.661
C  1.625  -2.093  -4.141  -0.488
C  2.547  -1.593  -5.074  -0.665
C  3.071  -0.277  -4.923  -0.702
C  2.634  0.508  -3.854  -0.714
S  0.177  -1.754  -1.746  0.037
C  0.445  -0.163  -1.028  0.398
N  -0.017  0.227  0.177  0.480
H  -0.293  4.519  1.177  0.385
H  -0.232  4.146  2.905  0.477
H  1.220  3.972  1.943  0.463
H  0.429  0.451  2.383  0.608
H  1.567  1.765  2.621  0.398
H  0.134  1.620  3.696  0.472
H  -2.286  1.412  1.676  0.328
H  -2.074  2.645  2.914  0.451
H  -2.242  3.117  1.191  0.487
H  -0.718  2.135  -0.459  0.364
H  1.480  3.242  0.116  0.383
H  2.120  1.696  0.558  0.414
H  1.163  2.676  -2.143  0.365
H  2.721  2.012  -1.685  0.638
H  1.172  -3.096  -4.235  0.394
H  2.861  -2.207  -5.922  0.383
H  3.796  0.090  -5.666  0.377
H  3.029  1.530  -3.756  0.334

The calculation puts the HOMO energy at -7.3608 eV. The total energy comes out at -50057.055 eV. Its energy above the lowest of the compared OMol25 structures with the same formula, charge and spin is 1170.84 kJ/mol.

---

Entry 6:
This record from the OMol25 dataset describes a single C4H9NO2 molecule. The level of theory is ωB97M-V/def2-TZVPD.

Each line ends with the Mulliken charge.
Geometry (Å):
C  1.651  -0.480  -1.490  -1.363
C  0.298  -0.523  -0.800  0.479
O  0.320  -1.633  0.073  -0.531
C  -0.009  0.756  -0.008  -0.687
N  -1.271  0.666  0.711  -0.151
C  -1.463  0.592  2.058  0.108
O  -2.572  0.546  2.552  -0.571
H  1.722  0.346  -2.204  0.374
H  1.814  -1.415  -2.033  0.326
H  2.453  -0.381  -0.752  0.358
H  -0.486  -0.652  -1.566  0.209
H  -0.539  -1.662  0.516  0.325
H  0.791  0.907  0.726  0.286
H  -0.015  1.628  -0.676  0.322
H  -2.161  0.734  0.235  0.217
H  -0.534  0.571  2.658  0.298

The calculation puts the HOMO energy at -9.9288 eV. Its SMILES is C[C@@H](O)CNC=O. The total energy comes out at -9879.205 eV. Its energy above the lowest of the compared OMol25 structures with the same formula, charge and spin is 82.53 kJ/mol.